No. 1
This record from OMol25 describes a molecular structure, C36H37NOP2W at a distorted geometry. The level of theory is the ωB97M-V functional and the def2-TZVPD basis.

Multiplicity = 3
Energy above the lowest of the compared OMol25 structures with the same formula, charge and spin = 0.000 eV
Gap between HOMO and LUMO (spin up / spin down) = 6.062 / 5.007 eV
<S²> = 2.02
Highest occupied orbital energy (spin up / spin down) = -13.28 / -13.20 eV
Charge = +2

The geometry in XYZ format:
```
78
C36H37NOP2W | OMol25 | the ωB97M-V functional and the def2-TZVPD basis
W 0.169 0.289 -0.387
C -1.824 -0.168 0.257
C -1.630 -0.497 -1.126
C -2.212 0.385 -2.199
C -1.446 1.715 -2.459
C -0.253 1.961 -1.574
C -0.450 2.291 -0.176
C -1.828 2.417 0.418
C -2.566 1.067 0.690
C 1.347 -0.703 -1.703
H -1.831 -1.007 0.956
H -1.490 -1.545 -1.389
H -3.280 0.612 -2.007
H -2.227 -0.162 -3.154
H -1.120 1.718 -3.517
H -2.158 2.557 -2.391
H 0.618 2.423 -2.033
H 0.320 2.905 0.292
H -2.471 3.107 -0.161
H -1.734 2.897 1.406
H -2.718 0.992 1.784
H -3.597 1.117 0.286
H 1.999 -1.321 -1.066
H 1.977 0.024 -2.228
H 0.833 -1.340 -2.424
P -0.036 -2.074 -8.992
P 1.811 0.433 -9.392
C -0.703 -0.562 -9.733
C 0.053 0.562 -9.757
C -0.707 -3.312 -10.181
C -1.840 -3.048 -10.964
C -2.350 -4.016 -11.826
C -1.694 -5.245 -11.958
C -0.508 -5.484 -11.247
C -0.010 -4.524 -10.363
C -1.037 -2.218 -7.453
C -0.691 -1.333 -6.412
C -1.312 -1.440 -5.170
C -2.294 -2.413 -4.949
C -2.688 -3.243 -6.007
C -2.047 -3.168 -7.249
C 2.498 1.126 -10.992
C 2.398 0.332 -12.153
C 2.982 0.763 -13.346
C 3.639 1.999 -13.412
C 3.659 2.828 -12.281
C 3.098 2.392 -11.076
C 2.017 1.859 -8.289
C 3.208 1.894 -7.540
C 3.422 2.942 -6.649
C 2.449 3.936 -6.484
C 1.296 3.927 -7.273
C 1.068 2.883 -8.169
H -1.722 -0.554 -10.135
H -0.369 1.531 -10.053
H -2.353 -2.095 -10.923
H -3.264 -3.799 -12.380
H -2.112 -6.010 -12.617
H 0.025 -6.429 -11.389
H 0.915 -4.704 -9.815
H 0.092 -0.587 -6.573
H -1.000 -0.767 -4.370
H -2.749 -2.517 -3.960
H -3.494 -3.958 -5.854
H -2.330 -3.854 -8.052
H 1.867 -0.622 -12.112
H 2.937 0.130 -14.238
H 4.125 2.324 -14.334
H 4.112 3.818 -12.334
H 3.120 3.047 -10.208
H 3.946 1.097 -7.663
H 4.348 2.973 -6.076
H 2.587 4.718 -5.739
H 0.558 4.724 -7.203
H 0.160 2.880 -8.765
O 1.007 0.424 3.833
C 0.823 0.384 2.664
N 0.658 0.316 1.464
```



No. 2
This record from OMol25 describes 2 unconnected molecules or ions with the total composition C13H19N at a distorted geometry. The level of theory is the ωB97M-V functional and the def2-TZVPD basis.

Multiplicity = 2
Energy above the lowest of the compared OMol25 structures with the same formula, charge and spin = 2.841 eV
Gap between HOMO and LUMO (spin up / spin down) = 2.764 / 6.284 eV
<S²> = 0.78
Highest occupied orbital energy (spin up / spin down) = 0.74 / -2.80 eV
Charge = -1

The geometry in XYZ format:
```
33
C13H19N | OMol25 | the ωB97M-V functional and the def2-TZVPD basis
C -2.324 -1.631 1.214
C -2.688 -1.209 -0.185
C -3.181 -2.889 1.696
C -0.818 -1.876 1.562
H -2.522 -0.766 1.876
H -3.273 -1.898 -0.757
H -2.718 -3.848 1.361
H -3.110 -3.001 2.788
H -4.235 -2.876 1.285
H -0.233 -2.160 0.625
H -0.335 -1.064 1.997
H -1.860 -0.871 -0.775
H -3.190 -0.219 -0.354
H -0.697 -2.624 2.225
C 0.546 3.595 -1.039
C -0.084 1.436 -2.322
C 0.478 2.183 -1.226
C 1.280 0.017 -1.064
C 1.242 1.296 -0.452
C 1.752 -1.057 -0.248
C 1.692 1.519 0.884
C 2.011 -0.909 1.045
C 1.966 0.436 1.686
N 0.280 0.127 -2.198
H -0.649 1.918 -3.151
H 0.282 -0.602 -2.898
H 0.963 3.886 -0.008
H -0.456 4.092 -1.152
H 1.505 -2.026 -0.661
H 1.600 2.576 1.146
H 2.476 -1.657 1.767
H 2.248 0.740 2.682
H 1.021 4.029 -1.919
```



No. 3
This record from OMol25 describes a molecular structure, C3H6O2. The level of theory is the ωB97M-V functional and the def2-TZVPD basis.

Energy above the lowest of the compared OMol25 structures with the same formula, charge and spin = 5.006 eV
Gap between HOMO and LUMO = 9.436 eV
Highest occupied orbital energy = -8.52 eV
Charge = 0

The geometry in XYZ format:
```
11
C3H6O2 | OMol25 | the ωB97M-V functional and the def2-TZVPD basis
C 0.589 1.036 0.067
C 0.968 -1.089 -0.248
O -0.268 -1.215 -0.786
C -1.203 -0.398 -0.118
O -0.737 0.914 -0.286
H 1.030 1.867 -0.490
H 0.780 1.109 1.142
H 1.365 0.083 -0.478
H 0.902 -1.159 0.856
H -2.175 -0.474 -0.606
H -1.251 -0.675 0.948
```